1.
The following is a quantum chemistry calculation of 2 unconnected molecules or ions with the total composition H5N3, from the OMol25 dataset.

Each line ends with the Löwdin charge.
Cartesian coordinates (Å):
N1 -0.47406 -0.42235 0.07078  -0.21
N2 -0.08492 0.48746 0.98156  -0.05
N3 0.51129 -0.91703 -0.66558  -0.01
H1 1.40591 -0.45160 -0.81202  0.10
H2 0.37102 -1.77657 -1.00498  0.03
H3 -0.71707 0.77061 1.71611  0.09
H4 0.55575 1.14392 0.72672  0.03
H5 -1.56791 1.16555 -1.01259  0.02

Results
Highest occupied orbital energy (spin up / spin down), eV: -6.7 / -9.1
Kohn-Sham gap (spin up / spin down), eV: 6.9 / 10.4


2.
The following is a quantum chemistry calculation of a molecular structure, C28H84CaN7O11P, from the OMol25 dataset.

Each line ends with the Löwdin spin population.
Cartesian coordinates (Å):
Ca1 0.71314 0.18949 -3.23904  0.53
P1 0.02491 -0.09265 -0.51955  0.02
O1 -1.51268 -0.15034 -0.08071  0.01
O2 -5.49991 -2.65527 -0.94744  0.00
O3 5.90949 1.61029 0.09113  0.00
O4 -3.39369 4.31699 -2.53682  0.00
O5 3.40555 2.91662 -2.31556  0.02
O6 0.66899 -5.87906 -3.61228  0.00
O7 -2.37349 0.05886 2.95897  0.00
O8 0.31748 -1.14593 -1.63116  0.09
O9 1.00405 -0.32939 0.62978  0.01
O10 0.43663 1.15335 -1.23691  0.07
O11 -0.08986 1.76620 5.59876  0.00
N1 -1.16047 -2.22936 1.81127  0.00
N2 -2.37494 2.33060 -0.92331  0.01
N3 1.57252 3.67281 -0.26662  0.00
N4 3.43440 0.28456 -0.36492  0.01
N5 -2.50436 -1.68973 -2.41879  0.03
N6 1.06697 -3.81090 -1.55300  0.00
N7 0.53974 0.88685 2.93878  0.00
C1 4.53487 2.50716 -3.13369  0.01
C2 4.55433 -0.39886 0.43545  0.00
C3 -3.87721 2.42983 -1.11753  0.00
C4 -4.66977 -1.58940 -1.06292  0.00
C5 -2.56393 -2.38409 2.47125  0.00
C6 2.39690 4.70076 -1.06970  0.00
C7 -2.68932 -3.76539 3.18984  0.00
C8 -3.04094 1.31841 3.46125  0.00
C9 5.93435 0.13277 0.02339  0.00
C10 -4.30341 3.84365 -1.58332  0.00
C11 -4.65179 -2.46999 -3.50206  0.00
C12 4.29973 -1.92701 0.32397  0.00
C13 2.53012 5.96961 -0.12018  0.00
C14 -2.87081 -1.20936 3.48695  0.00
C15 -3.99207 -1.47662 -2.51414  0.00
C16 7.24043 2.05977 0.09028  0.00
C17 -3.84127 5.41083 -3.25144  0.00
C18 -4.58680 1.85078 0.14277  0.00
C19 0.10984 2.92218 6.41062  0.00
C20 3.72301 4.07211 -1.59486  0.00
C21 -0.02416 -6.03962 -4.85649  0.00
C22 2.96335 -5.52208 -1.48573  0.00
C23 0.86015 0.11633 4.15552  0.00
C24 2.18670 -4.49272 -2.33245  0.00
C25 2.27630 -0.70366 3.78435  0.00
C26 -6.20277 -2.62284 0.30558  0.00
C27 1.75550 -5.00216 -3.75669  0.00
C28 1.18337 1.05318 5.37313  0.00
H1 5.39926 2.48960 -2.46990  0.00
H2 0.21018 -4.21927 -1.89832  0.00
H3 0.74806 2.73139 7.27339  0.00
H4 4.66177 -2.27283 -0.64424  0.00
H5 3.11351 -0.09066 3.45058  0.00
H6 -0.40816 -1.95461 2.42661  0.00
H7 1.52323 6.25611 0.18345  0.00
H8 -2.02401 1.38373 -0.90368  0.00
H9 4.32903 1.58974 -3.68510  0.01
H10 -3.97095 -1.51907 -0.22937  0.00
H11 -4.06875 -0.44175 -2.84769  0.00
H12 -2.06521 -1.17555 -1.66854  0.01
H13 2.20432 -1.48238 3.02506  0.00
H14 -0.84651 -3.04109 1.29879  0.00
H15 1.21294 -3.73436 -0.55654  0.00
H16 -5.62631 1.68611 -0.14076  0.00
H17 -5.69884 -2.17166 -3.55481  0.00
H18 -4.24411 6.22340 -2.64683  0.00
H19 -4.08869 1.19330 3.73450  0.00
H20 -1.90649 -4.50382 3.01663  0.00
H21 -4.01176 1.69141 -1.90792  0.00
H22 -4.25925 0.87441 0.49984  0.00
H23 1.78493 4.81915 -1.96389  0.00
H24 -3.64123 -4.27470 3.03964  0.00
H25 2.33502 -6.18819 -0.89446  0.00
H26 -0.46610 -7.03455 -4.80275  0.00
H27 3.48656 -0.17671 -1.26192  0.03
H28 4.81171 -2.51487 1.08581  0.00
H29 -2.95236 2.03275 2.64273  0.00
H30 3.10609 5.83272 0.79504  0.00
H31 -3.22756 -2.33810 1.60779  0.00
H32 -0.77804 3.34378 6.88181  0.00
H33 -3.03327 5.86914 -3.82170  0.00
H34 -2.74192 -3.68035 4.27525  0.00
H35 6.23636 -0.21722 -0.96373  0.00
H36 -1.00291 -5.56057 -4.83105  0.00
H37 0.49085 -5.76040 -5.77568  0.00
H38 1.51074 0.56262 6.28979  0.00
H39 1.54153 -4.20709 -4.47095  0.00
H40 2.66890 -5.46678 -4.12810  0.00
H41 0.70044 0.39262 2.07274  0.00
H42 3.17443 6.67260 -0.64816  0.00
H43 1.04236 1.76142 2.88786  0.00
H44 1.99316 1.75874 5.18732  0.00
H45 -0.43018 1.16722 2.96612  0.00
H46 -4.57289 -3.50689 -3.17540  0.00
H47 -4.35680 4.49598 -0.71171  0.00
H48 -6.30197 -1.60732 0.68897  0.00
H49 2.88578 -3.66754 -2.46832  0.00
H50 7.81715 1.73534 0.95643  0.00
H51 3.55242 -4.90304 -0.80905  0.00
H52 -5.31713 3.89104 -1.98109  0.00
H53 0.57403 3.69966 5.80387  0.00
H54 -5.24152 -0.66647 -0.96603  0.00
H55 -4.56816 2.54638 0.98175  0.00
H56 0.82281 4.06726 0.28333  0.00
H57 -2.01091 2.78368 -0.09730  0.00
H58 2.14140 3.16952 0.39910  0.00
H59 3.47035 1.29315 -0.40428  0.00
H60 0.04463 -0.56631 4.39433  0.00
H61 7.28615 3.14881 0.08775  0.00
H62 3.61055 -6.21884 -2.01843  0.00
H63 4.41143 4.81265 -2.00201  0.00
H64 -1.89390 2.76245 -1.69933  0.01
H65 4.37515 3.80813 -0.76231  0.00
H66 -3.94970 -1.08328 3.57758  0.00
H67 1.02277 3.00616 -0.78954  0.00
H68 0.91415 -2.82666 -1.72036  0.01
H69 -7.22014 -2.96189 0.11038  0.00
H70 7.68737 1.79086 -0.86682  0.00
H71 2.64853 -1.13890 4.71177  0.00
H72 -5.72211 -3.13877 1.13678  0.00
H73 -2.23063 -2.56628 -1.99826  0.00
H74 4.34140 -0.03102 1.43917  0.00
H75 6.70633 -0.10357 0.75570  0.00
H76 -1.24068 -1.45416 1.16884  0.00
H77 2.45787 0.14524 -0.14792  0.00
H78 -4.43059 -2.35900 -4.56359  0.00
H79 -2.67948 1.71425 4.41033  0.00
H80 3.25405 -2.23446 0.31229  0.00
H81 4.78696 3.28428 -3.85524  0.00
H82 -2.54238 -1.24892 4.52554  0.00
H83 -4.61718 5.20344 -3.98835  0.00
H84 -2.12677 -1.36780 -3.29850  0.06

Results
Highest occupied orbital energy (spin up / spin down), eV: -16.7 / -20.0
Kohn-Sham gap (spin up / spin down), eV: 4.8 / 7.7
Total charge: +5
2S+1: 2


3.
The following is a quantum chemistry calculation of 2 unconnected molecules or ions with the total composition C2H6NO3, from the OMol25 dataset.

Each line ends with the Löwdin charge.
Cartesian coordinates (Å):
O1 -0.73024 0.17269 0.50660  -0.12
O2 0.48324 -1.40895 1.72994  -0.04
O3 -1.84009 2.04012 -0.54402  -0.09
N1 1.06065 0.14878 -1.49697  -0.04
C1 1.06177 -0.94596 -0.49326  -0.20
C2 0.21753 -0.61412 0.85980  -0.70
H1 -1.26104 2.39468 0.09314  -0.01
H2 1.29664 1.01848 -1.23277  -0.01
H3 0.19513 0.23173 -2.04618  0.05
H4 -1.46011 1.21115 -0.80482  -0.03
H5 2.17679 -1.12415 -0.26631  0.10
H6 0.64893 -1.84384 -1.00362  0.09

Results
Highest occupied orbital energy, eV: -3.6
Kohn-Sham gap, eV: 7.9
Total charge: -1


Computed total energy, in the same sequence as the records: -4545.626; -91028.748; -9804.678 eV.